Record 1
A structure of composition C25H38MoN2O3Sb2. Source: OMol25; level of theory: ωB97M-V/def2-TZVPD.

## Properties
- F_max (eV Å⁻¹) = 0.126
- ΔE to the lowest compared entry with this formula, charge and spin (kcal per mole) = 0.00
- total energy (hartree) = -1858.84865
- orbital gap (eV) = 7.0
- charge = +2

Structure (XYZ):
```
71
Properties=species:S:1:pos:R:3:mulliken_charge:R:1
Mo -0.32166 0.90224 0.14619 -0.588
C 1.04565 2.29089 3.16792 -1.744
C 0.95201 2.25703 1.66965 0.708
C -0.08747 2.95779 1.00891 -0.242
C -0.03820 3.13237 -0.42393 1.099
C -0.90268 4.16336 -1.08719 -1.349
C 0.93466 2.42466 -1.12319 -1.273
C 1.75249 1.44036 -0.50825 1.218
C 2.76801 0.68252 -1.31403 -2.052
C 1.78886 1.42182 0.92694 -0.507
H 1.73764 3.08451 3.45692 0.361
H 1.43941 1.36032 3.57912 0.447
H 0.08893 2.52974 3.63586 0.462
H -0.77787 3.56457 1.58093 0.536
H -0.42827 5.14351 -1.01286 0.383
H -1.87748 4.23696 -0.60435 0.218
H -1.04625 3.94113 -2.14312 0.360
H 0.93971 2.49085 -2.20558 0.433
H 3.64704 1.30237 -1.49867 0.382
H 2.35932 0.39764 -2.28408 0.417
H 3.10404 -0.21136 -0.78785 0.460
H 2.52842 0.81132 1.43009 0.581
N -1.06385 0.07434 2.16537 -0.282
C -0.69049 -1.33947 2.42829 -0.435
C -0.35301 -2.01442 1.13047 0.256
O -0.30676 -3.36552 1.13463 -0.807
N -0.07602 -1.27118 0.14640 0.470
C 0.24670 -1.76446 -1.17541 0.137
C -0.74493 -1.00603 -2.06121 0.158
O -1.56201 -1.61634 -2.72608 -0.684
O -0.66662 0.27539 -1.90269 -0.400
H -0.72390 0.64951 2.92973 0.275
H -2.07669 0.14138 2.20027 -0.014
H -1.49523 -1.87586 2.93224 0.216
H 0.18945 -1.37646 3.07443 0.425
H 0.15582 -2.83871 -1.29106 -0.066
H 1.26868 -1.47444 -1.41738 0.294
C -4.25115 2.53244 0.61544 -1.464
Sb -3.00098 1.18986 -0.47622 1.102
C -3.36498 1.83752 -2.45939 -1.255
C -4.24884 -0.57393 -0.46260 -1.697
C -4.15577 -1.33737 0.82616 0.735
C -4.61788 -0.71557 1.99483 -0.359
C -4.62834 -1.35393 3.22236 -0.755
C -4.18940 -2.66880 3.31540 -0.962
C -3.73119 -3.29894 2.17405 -0.401
C -3.68165 -2.65182 0.93709 0.733
C -3.19572 -3.40844 -0.27639 -1.479
Sb -1.48457 -4.57796 0.12577 1.269
C -1.53987 -6.14425 1.50974 -1.226
C -0.52492 -5.20558 -1.63066 -1.206
H -5.30090 2.34163 0.39665 0.470
H -4.01582 3.54953 0.30280 0.466
H -4.08169 2.45716 1.68847 0.425
H -4.03884 2.69186 -2.45963 0.464
H -3.81016 1.01754 -3.01985 0.456
H -2.41737 2.09423 -2.92358 0.249
H -3.96134 -1.14506 -1.34284 0.670
H -5.27430 -0.23285 -0.61539 0.613
H -5.01921 0.28831 1.92141 0.539
H -5.01062 -0.84194 4.09546 0.491
H -4.22607 -3.19931 4.25697 0.447
H -3.43429 -4.34039 2.24930 0.490
H -2.86920 -2.77735 -1.10664 -0.022
H -3.94220 -4.10282 -0.67446 0.791
H -2.44032 -6.73522 1.34609 0.465
H -1.53392 -5.72801 2.51382 0.416
H -0.65816 -6.76216 1.34916 0.399
H -0.87974 -6.21216 -1.85193 0.437
H 0.55025 -5.22936 -1.46024 0.434
H -0.78161 -4.51951 -2.43595 0.412
```

=====

Record 2
A structure of composition C25H38N3O2RuS in a non-equilibrium geometry. Source: OMol25; level of theory: ωB97M-V/def2-TZVPD.

## Properties
- F_max (eV Å⁻¹) = 1.790
- ΔE to the lowest compared entry with this formula, charge and spin (kcal per mole) = 0.11
- total energy (hartree) = -1782.69794
- orbital gap (spin up / spin down) (eV) = 8.4 / 7.2
- charge = +2
- multiplicity = 6

Structure (XYZ):
```
70
Properties=species:S:1:pos:R:3:nbo_charge:R:1
Ru -1.66235 0.27768 -1.06150 1.678
C -1.33905 1.33998 5.98750 -0.594
C -0.67485 0.08748 5.39380 -0.105
C -1.32875 -1.17902 5.97410 -0.594
C 0.80495 0.07778 5.78250 -0.609
C -0.86975 0.06218 3.89640 0.119
C -2.14995 -0.13982 3.36610 -0.179
C -2.31645 -0.28282 2.00680 0.042
N -1.30535 -0.19182 1.14540 -0.555
C -0.06705 0.04328 1.61420 0.261
C 0.17275 0.16898 2.98000 -0.249
C 0.98495 0.12188 0.59120 0.175
C 2.34405 -0.01682 0.87310 -0.229
C 3.29495 0.03038 -0.14280 0.123
C 2.80055 0.15828 -1.44580 -0.183
C 1.44685 0.30688 -1.65610 0.045
N 0.55485 0.31178 -0.66780 -0.548
C 4.78935 -0.01212 0.09940 -0.103
C 5.39045 -1.25852 -0.56490 -0.594
C 5.40195 1.24938 -0.53170 -0.594
C 5.13255 -0.02862 1.58870 -0.610
H -1.20205 1.34198 7.06590 0.234
H -2.40565 1.36408 5.78290 0.210
H -0.89225 2.24758 5.58780 0.217
H -1.14645 -1.22522 7.04350 0.235
H -0.90395 -2.06892 5.51320 0.216
H -2.40385 -1.18842 5.81620 0.208
H 0.89425 -0.00822 6.86170 0.239
H 1.29885 0.99848 5.48020 0.211
H 1.31275 -0.77632 5.34050 0.210
H -3.00615 -0.21762 4.01280 0.237
H -3.28965 -0.52182 1.59030 0.216
H 1.17655 0.35818 3.31620 0.242
H 2.64965 -0.17192 1.89270 0.243
H 3.46795 0.15368 -2.29170 0.235
H 1.06055 0.44188 -2.66030 0.200
H 5.22075 -1.26902 -1.63800 0.208
H 4.97175 -2.16662 -0.13800 0.218
H 6.46395 -1.27022 -0.39540 0.234
H 5.27765 1.26658 -1.60940 0.208
H 6.46685 1.27878 -0.32280 0.235
H 4.95065 2.14678 -0.11800 0.216
H 4.77155 -0.93532 2.06770 0.212
H 4.72325 0.84328 2.09330 0.212
H 6.21195 -0.00382 1.70730 0.239
N -5.55685 -1.41962 -1.37880 -0.751
C -4.41595 -0.74262 -1.36340 0.695
O -3.37165 -1.31342 -1.00250 -0.685
C -4.45145 0.69998 -1.83930 -0.540
C -3.40955 1.60438 -1.18980 -0.723
H -5.54375 -2.40002 -1.12960 0.428
H -6.44165 -1.00952 -1.62950 0.424
H -5.45975 1.10598 -1.67720 0.248
H -4.30525 0.66618 -2.92550 0.254
H -3.64665 1.79788 -0.13230 0.224
H -3.29205 2.54008 -1.73950 0.247
O -1.38235 -0.33952 -3.20520 -1.058
S -0.73145 -1.04172 -4.38190 1.228
C -0.03605 0.36458 -5.36620 -0.567
C -0.64895 0.24098 -6.74730 -0.418
C -2.11325 -0.11462 -6.51930 -0.415
C -2.10775 -1.30112 -5.57130 -0.569
H 1.04945 0.30508 -5.36380 0.250
H -0.35975 1.27108 -4.84930 0.245
H -0.15265 -0.55052 -7.31060 0.224
H -0.53795 1.17248 -7.30120 0.254
H -2.61525 -0.36402 -7.45250 0.254
H -2.63315 0.73338 -6.07010 0.214
H -1.88755 -2.23392 -6.08610 0.252
H -3.02235 -1.41562 -4.99520 0.255
```

=====

Record 3
A cluster of 6 separate species, C25H40BIN5O in total in a non-equilibrium geometry. Source: OMol25; level of theory: ωB97M-V/def2-TZVPD.

## Properties
- F_max (eV Å⁻¹) = 4.862
- total energy (hartree) = -1647.73656
- orbital gap (eV) = 6.3
- charge = -1

Structure (XYZ):
```
73
Properties=species:S:1:pos:R:3:mulliken_charge:R:1
C 1.14539 -1.34049 0.74720 -0.300
O 2.47859 -1.21784 1.38519 -0.426
C 3.43160 -0.53460 0.45016 0.195
C 3.82942 0.96239 0.98742 -0.585
C 2.77540 2.14962 0.55704 -0.712
C 2.41663 2.11310 -1.06984 0.181
C 1.88972 3.55577 -1.64200 -0.780
C 0.41167 3.52849 -2.35026 -0.101
C 0.14094 2.25850 -3.35079 -0.788
B -1.33609 1.53230 -3.02714 0.099
I -1.35414 -0.29612 -4.31522 -0.360
C -1.46568 0.97992 -1.48310 0.059
C -2.51964 1.80971 -0.53865 0.489
C -3.08453 1.05326 0.83805 -0.317
C -4.10599 1.76800 1.90836 -0.213
C -4.59301 3.30980 1.60221 -0.435
C -4.10593 4.11433 0.25264 -0.277
C -3.06521 3.34052 -0.80361 -0.315
H 0.65248 -0.26578 0.81514 0.069
H 1.19012 -1.75415 -0.36128 0.245
H 0.46620 -2.06986 1.38526 0.229
H 4.42469 -1.19257 0.50088 -0.359
H 3.07392 -0.58199 -0.66834 0.256
H 4.92524 1.18947 0.64242 0.294
H 3.84636 0.90675 2.17663 0.275
H 1.80587 2.15922 1.21372 0.212
H 3.31457 3.19345 0.73182 0.367
H 3.46303 1.90446 -1.60512 0.287
H 1.73962 1.19425 -1.32744 -0.132
H 1.79156 4.27263 -0.69240 0.285
H 2.73518 4.06642 -2.31239 0.222
H -0.38743 3.68276 -1.50933 0.018
H 0.35535 4.50551 -3.03393 0.239
H 0.99245 1.45480 -3.37916 0.260
H 0.04340 2.67556 -4.46388 0.151
H -2.25118 2.19285 -3.38370 -0.154
H -0.40801 1.06822 -0.97236 -0.431
H -1.77016 -0.17450 -1.48266 0.208
H -2.70237 -0.05942 1.02194 0.184
H -4.44586 1.15491 2.84594 0.195
H -5.30599 3.81819 2.40963 0.200
H -4.41698 5.22183 -0.01869 0.047
H -2.69049 3.92536 -1.74654 0.356
C 1.39302 -5.76337 0.93719 -0.707
C 0.48038 -4.71209 0.45777 0.440
N -0.24076 -3.88143 0.07891 -0.470
H 2.02343 -6.15097 0.12990 0.308
H 2.06247 -5.39168 1.72022 0.307
H 0.84553 -6.61394 1.35680 0.091
C -5.74397 -2.25993 2.98413 -0.800
C -5.01767 -1.19420 3.69453 0.440
N -4.44381 -0.35210 4.25589 -0.495
H -6.81438 -2.04045 2.91060 0.264
H -5.37026 -2.39302 1.96330 0.266
H -5.64584 -3.22479 3.49274 0.295
C 7.10356 -3.03136 -0.23614 -0.659
C 6.13311 -4.13164 -0.36084 0.384
N 5.36627 -5.00102 -0.45940 -0.381
H 6.61624 -2.09203 0.04588 0.163
H 7.86084 -3.24430 0.52585 0.260
H 7.63368 -2.85086 -1.17725 0.259
C 0.84764 -9.93285 1.15258 -0.851
C 1.57394 -8.86712 1.86298 0.479
N 2.14780 -8.02503 2.42434 -0.424
H -0.22278 -9.71337 1.07904 0.279
H 1.22134 -10.06595 0.13175 0.272
H 0.94577 -10.89772 1.66118 0.310
C -4.04258 8.78731 -1.01041 -0.827
C -3.95649 7.53198 -1.77505 0.394
N -3.88844 6.54004 -2.37920 -0.360
H -3.11974 8.98731 -0.45569 0.258
H -4.21986 9.64787 -1.66422 0.302
H -4.85918 8.76165 -0.28117 0.267
```

=====

Question: Among the records above, which one has the highest total energy?
Answer: C25H40BIN5O